(1)
This record from the Open Molecules 2025 dataset describes C41H35MoN4S3 as an isolated structure. The level of theory is wB97M-V/def2-TZVPD.

Summary:
total charge: +3
orbital gap (spin up / spin down): 7.17 / 7.79 eV
expectation value of S²: 2.015
energy above the lowest of the compared OMol25 structures with the same formula, charge and spin: 0.0000 eV
multiplicity: 3

XYZ file:
```
84
Properties=species:S:1:pos:R:3:forces:R:3
Mo -2.692 0.996 1.598 0.50 -0.05 -0.32
S 1.061 -0.283 -0.647 0.12 -0.07 -0.09
S -0.335 2.168 -0.449 -0.03 0.00 -0.04
S -0.931 -1.678 0.862 0.03 0.10 0.11
N -2.072 -0.750 1.128 -0.30 -0.43 0.20
N 0.903 1.201 -0.179 0.03 0.15 0.00
N -1.504 1.898 0.486 0.21 0.54 -0.08
N -0.113 -1.276 -0.460 0.08 -0.18 0.00
C 1.295 -0.650 4.013 0.04 0.03 0.07
C 1.138 -1.423 -4.485 0.05 -0.02 -0.11
C -4.161 0.039 3.215 -0.31 0.26 0.21
C 2.084 5.344 -0.580 0.04 0.08 -0.01
C -0.916 2.735 -4.397 -0.04 -0.02 -0.05
C -4.909 0.659 2.191 -0.25 0.14 0.44
C -1.825 1.722 -4.677 0.01 0.02 -0.05
C 1.743 -1.875 4.502 0.01 -0.02 -0.01
C -2.396 -5.777 -0.190 -0.04 -0.02 0.01
C 0.389 3.731 -0.152 -0.16 0.06 0.06
C 0.316 5.811 1.004 0.05 0.09 0.00
C 4.875 -1.656 1.266 0.00 0.00 0.00
C 2.106 -0.566 -4.995 -0.01 0.00 0.01
C -1.834 1.046 -2.370 0.09 0.09 -0.13
C -0.570 -4.221 -0.044 -0.05 0.03 -0.14
C 0.776 -1.351 -3.149 -0.07 0.00 0.02
C 2.726 0.379 -4.180 0.04 0.01 -0.07
C -3.360 1.024 3.837 -0.43 0.13 0.01
C 0.145 -1.805 2.266 -0.06 0.01 -0.07
C -1.480 -3.275 0.424 -0.04 -0.02 0.04
C -1.042 -5.484 -0.346 -0.01 -0.04 -0.01
C -3.288 -4.811 0.259 -0.04 -0.10 -0.02
C 3.262 0.101 0.947 -0.06 -0.05 -0.02
C 2.381 0.472 -2.846 -0.05 -0.07 0.03
C -0.907 2.056 -2.116 0.01 -0.02 0.11
C -2.833 -3.540 0.578 0.12 -0.10 0.04
C -0.446 2.916 -3.105 -0.01 -0.02 -0.02
C -0.241 4.564 0.765 0.09 0.05 -0.24
C 1.553 4.093 -0.827 0.14 -0.09 0.13
C 1.465 6.201 0.328 -0.03 0.00 0.04
C 0.487 -0.607 2.893 0.08 -0.20 0.00
C 4.445 -0.357 1.506 0.07 -0.01 0.02
C 2.536 -0.782 0.159 -0.03 0.06 0.09
C 1.384 -3.059 3.872 0.04 0.03 0.06
C 4.129 -2.521 0.467 0.09 -0.04 0.03
C -4.612 2.061 2.211 -0.33 -0.15 0.59
C -2.287 0.884 -3.667 -0.04 -0.04 -0.02
C 0.577 -3.036 2.743 -0.02 -0.01 0.01
C 1.403 -0.397 -2.362 -0.06 0.13 -0.01
C -3.656 2.285 3.231 -0.53 -0.18 0.30
C 2.947 -2.088 -0.101 -0.03 0.03 -0.01
H -5.174 2.818 1.691 0.23 0.08 -0.39
H 0.139 0.340 2.506 -0.04 0.15 -0.05
H -2.758 -6.771 -0.427 0.02 0.07 0.00
H -3.504 -2.770 0.932 -0.01 -0.01 0.01
H 0.026 -2.011 -2.730 0.07 0.07 -0.06
H 2.366 -2.738 -0.749 0.08 0.06 0.04
H 3.490 1.032 -4.584 -0.04 -0.03 -0.01
H -2.191 1.596 -5.689 0.02 0.01 0.07
H -4.238 -0.989 3.524 0.21 -0.17 -0.18
H 5.807 -1.998 1.696 -0.03 0.00 -0.01
H -5.696 0.202 1.615 0.16 -0.10 -0.28
H 1.891 7.179 0.513 -0.02 -0.04 -0.01
H 2.869 1.186 -2.189 -0.02 -0.07 -0.06
H 2.388 -0.640 -6.037 0.00 0.01 0.03
H 1.718 -4.010 4.268 -0.01 0.04 -0.02
H 0.669 -2.159 -5.126 0.03 0.04 0.02
H 0.232 3.729 -2.887 -0.02 -0.03 0.00
H 2.985 5.653 -1.094 -0.03 0.00 0.04
H 0.475 -3.970 -0.187 -0.08 -0.03 0.05
H -0.359 -6.242 -0.708 -0.04 0.02 0.01
H -0.152 6.480 1.715 0.03 -0.02 -0.04
H -2.195 0.411 -1.574 -0.02 -0.06 0.03
H -0.584 3.403 -5.181 -0.02 -0.03 0.02
H 5.036 0.308 2.123 -0.01 -0.04 -0.03
H 2.368 -1.905 5.386 -0.04 0.00 -0.04
H 0.275 -3.962 2.276 0.01 0.04 0.02
H 2.057 3.409 -1.500 -0.08 0.02 0.02
H -1.141 4.249 1.266 -0.08 -0.02 0.05
H -3.013 0.111 -3.888 0.04 0.05 0.00
H -4.340 -5.047 0.361 0.06 0.00 0.00
H 4.479 -3.527 0.275 0.01 0.03 0.02
H -3.353 3.243 3.615 0.35 0.12 -0.19
H 1.573 0.270 4.515 -0.02 -0.07 -0.04
H 2.912 1.112 1.114 0.04 -0.07 0.00
H -2.773 0.890 4.730 0.35 -0.09 -0.13
```
Forces are in eV/Å.

***

(2)
This record from the Open Molecules 2025 dataset describes C54H48BrN8O4SeTl as an isolated structure at a distorted geometry. The level of theory is wB97M-V/def2-TZVPD.

Summary:
total charge: -2
orbital gap: 6.23 eV
energy above the lowest of the compared OMol25 structures with the same formula, charge and spin: 2.1770 eV
multiplicity: 1

XYZ file:
```
117
Properties=species:S:1:pos:R:3:forces:R:3
Tl -0.475 -0.787 -0.888 0.20 0.29 -0.05
Br 4.981 1.882 6.548 -0.38 -0.07 0.71
Se -0.112 0.980 1.803 -0.52 0.76 -0.10
O 5.766 1.551 3.775 -1.07 0.59 -0.50
O -1.098 2.635 -2.447 -1.05 -0.36 0.05
O 5.373 3.404 2.573 0.18 0.90 -1.38
O 1.118 3.592 -4.990 -0.04 -0.90 1.37
N -1.107 2.975 0.023 -0.40 0.14 -0.17
N 0.773 -3.435 -1.484 0.74 0.06 -0.70
N 1.812 1.635 -2.165 -1.04 -0.81 -0.14
N -8.077 -2.744 0.080 0.17 -0.03 -0.01
N -1.596 3.475 2.085 0.31 -1.30 0.57
N 0.018 1.762 -4.221 -2.02 -0.81 0.69
N -1.736 -0.504 -4.194 -0.12 1.40 1.27
N 1.500 -2.169 0.819 1.58 -2.70 -0.88
C 3.109 -4.259 -1.894 -0.98 0.36 -0.56
C -0.661 -3.048 2.492 0.58 -1.68 1.20
C -2.671 -1.414 -4.164 -0.49 -1.16 -1.15
C -2.718 -1.392 -0.082 -1.24 -2.24 0.02
C 5.096 2.571 3.425 1.17 -1.40 1.59
C 3.471 2.446 -0.651 -1.25 2.06 -2.39
C -3.976 -1.253 -3.675 0.13 -1.34 0.57
C 1.549 -1.784 2.197 -0.31 0.40 0.64
C 1.642 -1.801 -3.890 1.07 1.32 0.57
C 1.328 3.500 5.329 -1.78 -0.58 3.29
C 0.930 2.742 -4.091 0.83 1.81 -1.84
C 3.543 2.594 5.531 -0.79 0.30 0.42
C -3.727 -0.535 0.369 0.25 -0.30 -0.34
C 0.376 -2.089 3.016 1.28 0.26 -1.86
C 1.590 3.804 4.053 -0.13 1.40 -3.15
C -1.876 4.115 -0.019 -0.72 1.41 -0.02
C -0.978 2.544 1.273 0.23 -0.28 0.87
C -0.779 -5.659 -1.749 1.56 0.59 1.07
C 2.423 -0.446 3.999 0.83 0.84 0.16
C -3.301 0.891 -3.000 -0.90 -0.24 0.42
C -0.656 -4.443 -5.339 1.13 1.52 1.21
C 1.982 -3.634 -1.123 -0.59 1.94 1.37
C 2.279 2.890 6.123 2.42 -0.41 -0.17
C -3.519 6.323 0.674 0.26 -1.28 -1.43
C -3.001 5.495 1.667 -0.50 0.94 1.58
C 3.808 2.886 4.208 -0.12 -0.17 -0.45
C -1.766 3.346 3.519 1.54 1.11 0.68
C 0.254 -3.367 -5.224 -1.02 -1.43 1.91
C 2.809 3.523 3.483 0.37 -0.58 0.11
C -0.992 1.761 -3.349 1.86 -0.36 -1.84
C 1.296 -0.636 4.763 -0.63 -0.77 -0.63
C 3.419 -3.800 1.002 0.11 0.28 -0.08
C 2.571 -0.953 2.698 -1.02 -0.25 0.10
C -2.412 4.888 -1.058 0.08 0.71 -1.49
C -2.069 0.671 -3.542 1.30 -0.22 -0.58
C 3.750 -0.526 1.870 -1.59 -0.44 -1.35
C 0.754 -2.977 -3.978 -0.64 -0.82 0.52
C 0.267 -1.459 4.219 0.79 0.37 1.70
C -0.557 -4.752 -2.946 0.29 -1.14 0.36
C 2.732 3.766 -2.591 -0.09 -0.13 1.63
C -1.012 -5.132 -4.218 -0.95 0.01 1.07
C 2.543 1.499 -1.095 1.75 -0.37 1.31
C -2.168 4.473 1.324 0.30 -1.37 -1.42
C 3.509 3.661 -1.394 0.04 0.12 0.08
C -5.534 -2.149 0.095 0.70 -0.15 -0.92
C 0.327 -3.712 -2.807 0.92 0.64 -1.10
C 2.289 -3.101 0.315 -2.67 0.88 0.85
C -3.257 5.986 -0.681 0.80 -0.54 0.22
C 1.853 2.743 -2.898 0.56 -0.84 0.46
C -4.561 -3.075 -0.415 -1.10 0.38 0.92
C -3.221 -2.747 -0.409 0.00 2.38 0.72
C -5.070 -0.881 0.464 -1.28 0.56 0.08
C -4.288 -0.131 -3.006 0.69 2.41 0.33
C -6.952 -2.491 0.083 0.76 0.35 0.09
H 2.442 -1.864 -3.098 -0.62 -0.16 -0.88
H 1.147 -0.209 5.763 0.29 -0.06 -0.54
H 3.527 -3.603 2.072 -0.41 -0.09 -0.16
H -0.919 2.443 -0.841 0.22 0.22 -0.23
H -5.792 -0.072 0.741 0.54 -0.96 -0.02
H 3.263 0.197 4.308 -0.52 -0.32 0.23
H 0.446 -2.817 -6.088 0.61 1.02 -1.16
H 2.525 0.582 -0.474 -0.61 0.24 -0.74
H -1.130 -5.184 -0.799 0.18 -0.04 -0.94
H -1.433 -6.440 -2.012 -0.94 -1.04 -0.24
H -1.084 2.608 3.981 -0.33 0.10 -0.83
H -3.238 5.609 2.746 0.09 0.22 -0.86
H 2.606 4.632 -3.202 0.51 0.68 -0.16
H 3.742 -1.193 0.993 0.75 0.53 0.25
H 3.043 3.721 2.446 -0.16 0.27 -0.01
H -4.204 7.129 0.869 -0.02 0.16 0.29
H 4.259 -3.298 0.534 0.80 -0.33 -0.05
H 4.642 -0.467 2.405 1.68 -0.70 1.07
H -3.489 1.856 -2.543 0.06 -0.10 0.20
H -2.504 -3.516 -0.575 0.48 -0.50 -0.63
H -5.195 0.053 -2.444 -0.16 -0.28 -0.28
H -2.121 4.689 -2.182 -0.79 0.24 2.58
H 1.105 -0.874 -3.613 -0.12 -0.38 -0.12
H 2.190 2.718 7.198 -0.35 -0.04 -0.40
H -0.180 -4.087 2.340 -0.82 1.39 0.34
H 4.101 4.542 -0.982 -0.67 -1.32 -0.84
H -3.712 6.606 -1.460 0.28 -0.28 0.20
H 0.349 3.675 5.842 0.78 0.14 -0.80
H -0.567 -1.653 4.887 -0.25 -0.09 -0.33
H -4.650 -2.093 -3.623 -0.02 -0.24 -0.31
H 3.737 0.503 1.518 -0.82 0.20 -0.16
H -1.105 -2.794 1.566 -0.14 0.60 -1.16
H -1.389 4.326 3.921 -0.85 -0.75 0.09
H -1.518 -3.118 3.192 0.60 -0.17 -0.15
H -1.814 -5.863 -4.227 0.20 -0.25 -0.26
H -2.445 -2.398 -4.616 0.15 0.56 0.18
H 2.848 -4.225 -2.959 -0.18 -0.89 0.24
H 4.007 -3.672 -1.890 0.59 0.29 0.68
H 3.262 -5.238 -1.434 0.30 -0.12 -0.64
H 0.917 4.356 3.378 -0.17 -0.44 0.65
H 3.445 -4.877 0.758 0.04 0.51 0.22
H 2.092 -1.579 -4.873 0.02 -0.19 0.45
H -1.177 -4.555 -6.234 -0.54 -0.58 -1.52
H -2.782 3.111 3.828 -0.19 0.19 -0.18
H 4.064 2.313 0.203 0.67 -0.11 1.13
H -3.487 0.479 0.645 0.21 0.34 0.06
H -4.953 -4.045 -0.725 0.38 0.02 0.06
H 0.215 -6.138 -1.453 -1.12 0.51 -0.42
```
Forces are in eV/Å.

***

(3)
This record from the Open Molecules 2025 dataset describes C31H30CdN4O3S2Te as an isolated structure at a distorted geometry. The level of theory is wB97M-V/def2-TZVPD.

Summary:
total charge: 0
orbital gap: 6.92 eV
multiplicity: 1

XYZ file:
```
72
Properties=species:S:1:pos:R:3:forces:R:3
Te 0.424 -2.975 0.344 0.53 -0.63 0.56
Cd -0.626 0.448 0.099 0.70 -0.30 0.07
S -1.808 -0.595 -1.712 0.16 -0.43 -0.01
S -2.910 0.809 -4.091 -0.24 0.16 -0.08
O -1.988 1.531 1.251 0.15 0.04 0.46
O 7.802 0.366 -1.960 0.15 0.30 -0.44
O 4.830 -1.427 -0.949 -0.16 -0.14 -0.18
N 6.310 0.087 -0.147 0.40 0.10 0.09
N 1.688 0.457 0.991 -0.72 0.01 -0.24
N -0.252 2.248 -1.643 0.97 -0.20 0.63
N -1.202 1.939 -2.520 -0.69 0.76 -0.87
C 3.238 1.061 2.699 -0.11 -0.06 -0.04
C 3.402 -6.261 3.374 0.00 -0.08 -0.04
C 1.352 -4.948 0.482 -0.28 0.12 -0.43
C -7.460 0.080 -3.733 -0.08 -0.06 -0.10
C 2.063 -3.938 2.656 0.02 -0.14 -0.09
C 0.625 3.601 0.154 0.15 -0.24 -0.05
C 3.411 -5.168 4.227 0.02 0.05 0.07
C 2.742 -4.015 3.865 0.03 0.01 0.09
C -2.478 4.536 -0.779 0.03 -0.02 0.04
C 4.302 0.654 1.907 -0.26 -0.08 -0.23
C -3.774 4.863 -0.433 0.02 0.24 -0.21
C -1.834 0.855 -2.678 0.30 -0.06 0.15
C 1.345 -2.679 2.286 -0.24 0.37 -0.13
C 1.949 0.931 2.207 0.08 0.12 0.36
C -5.423 1.197 -3.093 -0.24 0.03 0.07
C -5.590 0.725 -1.797 0.03 0.05 0.00
C -4.466 4.049 0.450 -0.05 -0.03 -0.02
C -1.870 3.408 -0.250 -0.30 -0.23 0.12
C -4.211 1.976 -3.470 0.32 -0.35 -0.19
C 2.063 -5.027 1.794 0.02 0.18 0.23
C -7.603 -0.412 -2.446 -0.10 -0.06 0.05
C 2.732 -6.188 2.166 0.05 -0.08 0.03
C -6.376 0.878 -4.055 0.05 0.03 0.12
C -3.873 2.927 0.991 0.08 -0.09 0.09
C -6.673 -0.074 -1.477 0.00 -0.07 0.09
C 2.702 0.066 0.232 0.34 -0.18 -0.41
C 4.032 0.133 0.643 -0.29 0.02 0.25
C -2.550 2.573 0.676 -0.10 0.49 -0.17
C -0.501 3.038 -0.653 -0.18 -0.03 -0.04
C 5.079 -0.473 -0.245 0.03 0.13 0.12
C 7.462 -0.422 -0.866 -0.07 -0.40 0.32
H 6.411 0.991 0.287 -0.06 -0.06 0.02
H 3.931 -5.217 5.173 0.03 -0.01 0.04
H 2.721 -7.042 1.504 0.02 -0.06 -0.06
H 3.917 -7.169 3.651 0.03 -0.06 0.01
H 1.086 1.193 2.809 0.05 0.09 0.01
H -3.782 2.512 -2.626 0.03 0.10 -0.07
H 2.468 -0.335 -0.748 -0.01 -0.03 0.07
H -5.484 4.296 0.713 -0.10 -0.02 0.05
H 0.470 4.673 0.273 0.01 0.06 0.00
H 3.400 1.447 3.694 -0.01 0.02 0.05
H 7.236 -1.458 -1.146 0.02 0.23 0.11
H 0.589 -5.723 0.410 -0.05 0.13 -0.06
H -1.914 5.153 -1.469 -0.05 0.03 -0.07
H 7.173 0.230 -2.677 -0.02 -0.07 0.08
H 1.588 3.417 -0.323 0.01 -0.05 0.05
H -8.433 -1.060 -2.195 -0.04 0.05 -0.02
H 0.587 -2.434 3.034 -0.02 -0.01 -0.13
H 2.737 -3.157 4.525 0.01 0.04 0.07
H -4.402 2.662 -4.291 -0.05 0.11 0.04
H -8.193 -0.165 -4.488 -0.04 -0.02 -0.07
H -6.248 1.250 -5.061 -0.04 0.03 -0.13
H -4.864 0.972 -1.034 0.11 0.05 0.03
H -4.234 5.739 -0.863 -0.11 0.09 0.01
H 0.609 3.161 1.155 0.03 0.14 0.03
H 2.052 -5.075 -0.343 -0.08 0.08 -0.03
H 5.313 0.705 2.285 0.06 -0.01 0.01
H -6.785 -0.441 -0.467 -0.01 -0.04 0.07
H 8.328 -0.400 -0.196 -0.17 -0.01 -0.14
H 2.050 -1.849 2.242 -0.05 0.00 -0.08
H -4.411 2.292 1.680 -0.04 -0.05 0.07
```
Forces are in eV/Å.